Formula: C3H4ClNO
Source: OMol25
Level of theory: ωB97M-V/def2-TZVPD

## Properties
SMILES: C=C=O.C=NCl
LUMO energy in eV: 0.860
Electronic energy in Ha: -706.80398
Kohn-Sham gap in eV: 10.19
ΔE to the lowest compared entry with this formula, charge and spin in kcal per mole: 61.32

The geometry in ORCA input format:
```
! wB97M-V def2-TZVPD RIJCOSX def2/J DEFGRID3
* xyz 0 1
C 1.24 1.29 0.10
C 2.14 1.03 -0.78
C -1.46 -1.48 0.63
N -1.66 -0.67 -0.29
O 0.44 1.53 0.91
Cl -3.11 0.23 -0.30
H 2.12 1.44 -1.77
H 2.95 0.36 -0.54
H -2.13 -1.71 1.46
H -0.52 -2.02 0.59
*
```

Results of the natural (NBO) charge analysis, in e, for atoms 1 through 8: 0.7280 -0.7965 -0.0673 -0.3899 -0.4575 0.0952 0.2648 0.2611